P:
DFT (ωB97M-V/def2-TZVPD) results for a cluster of 7 separate species, C5H22NO8 in total.

Calculated values
LUMO level ... 0.07978 hartree
Net charge ... -1
HOMO-LUMO gap ... 2.71 eV
HOMO energy ... -0.54 eV
2S+1 ... 1

Each line ends with the Löwdin charge.
Positions of all 36 atoms, in Å:
N1 5.37 -0.28 0.32  -0.1573
C1 4.40 -0.51 -0.81  -0.4359
C2 3.34 0.74 -0.95  -0.2985
C3 2.06 0.60 0.12  -0.2406
C4 0.83 -0.31 -0.47  -0.1110
C5 -0.48 0.00 0.50  -0.2694
O1 -0.46 0.88 1.53  -0.0456
O2 -1.78 -0.65 0.23  -0.0721
H1 5.33 0.69 0.71  0.0140
H2 5.32 -1.02 1.06  0.0133
H3 3.71 -1.44 -0.53  -0.0081
H4 2.91 0.91 -2.03  0.0648
H5 3.88 1.76 -0.66  0.0812
H6 2.44 0.21 1.18  0.1206
H7 1.64 1.71 0.22  0.1000
H8 1.15 -1.46 -0.43  0.1329
H9 0.59 -0.11 -1.62  0.1168
H10 -1.70 -1.66 0.32  0.1152
O3 -1.47 -2.32 2.56  -0.0632
H11 -2.13 -2.33 3.27  0.0466
H12 -1.44 -1.39 2.28  0.0040
O4 3.84 -3.83 -0.02  -0.0865
H13 3.90 -4.40 0.76  0.0279
H14 4.18 -4.39 -0.74  0.0326
O5 1.77 -0.79 -3.70  -0.1021
H15 1.26 -1.19 -4.43  0.0274
H16 2.59 -1.31 -3.68  0.0298
O6 -4.81 -0.02 0.75  -0.0683
H17 -4.05 -0.62 0.67  0.0172
H18 -4.42 0.86 0.67  0.0374
O7 -6.17 2.51 -0.45  -0.0583
H19 -7.09 2.80 -0.57  0.0440
H20 -6.26 1.62 -0.07  0.0225
O8 -6.32 5.13 1.57  -0.0739
H21 -5.42 5.33 1.28  0.0411
H22 -6.52 4.27 1.16  0.0012

=====

Q:
DFT (ωB97M-V/def2-TZVPD) results for a cluster of 7 separate species, C5H22NO8 in total.

Calculated values
LUMO level ... 0.11788 hartree
Net charge ... -1
HOMO-LUMO gap ... 9.29 eV
HOMO energy ... -6.09 eV
2S+1 ... 1

Each line ends with the Löwdin charge.
Positions of all 36 atoms, in Å:
C1 0.25 1.96 0.18  -0.3036
N1 -0.68 1.65 -0.79  -0.1044
C2 -2.06 1.49 -0.47  -0.1324
C3 0.83 1.57 -2.78  -0.0882
C4 -0.19 0.82 -1.96  -0.3123
C5 0.49 -0.49 -1.61  -0.1767
O1 -0.31 -1.42 -2.44  -0.1379
O2 1.43 2.11 -0.08  -0.0121
H1 -0.22 2.35 1.15  0.1589
H2 -2.56 2.24 0.25  0.0970
H3 -2.75 1.58 -1.44  0.1059
H4 -2.33 0.43 -0.07  0.0910
H5 1.73 1.78 -2.27  0.0383
H6 0.45 2.60 -2.96  0.0894
H7 1.05 1.03 -3.74  0.1014
H8 -1.16 0.66 -2.61  0.1672
H9 1.57 -0.66 -2.01  0.1529
H10 0.40 -0.75 -0.50  0.1047
H11 -0.88 -3.06 0.75  0.0586
H12 -0.72 -2.09 -1.82  0.0703
O3 -0.23 -2.85 -0.02  -0.1117
H13 2.27 1.63 1.61  0.0764
H14 1.64 0.33 2.46  -0.0321
O4 2.34 1.04 2.51  -0.1781
H15 -0.28 -0.59 2.04  0.0105
H16 -2.06 0.20 2.54  -0.0584
O5 -1.56 -0.11 1.88  -0.2427
H17 -1.96 -1.47 1.80  0.0119
H18 -3.10 -2.28 1.09  -0.0588
O6 -2.40 -2.47 1.61  -0.1482
H19 2.24 -1.07 0.90  -0.0776
H20 3.44 -0.21 0.86  -0.0093
O7 3.14 -1.08 0.77  -0.0214
H21 0.45 -2.29 0.33  -0.0232
H22 1.04 -1.57 2.78  0.0688
O8 0.73 -1.01 2.05  -0.1742

=====

Need the numbers? Relative energies in kJ/mol: P 499.5; Q 0.0.